Entry 1:
This record from the OMol25 dataset describes a single C21H16ClN3O3 molecule. The level of theory is ωB97M-V/def2-TZVPD.

Its total charge is 0. The lowest unoccupied orbital energy comes out at 0.11 eV. Its SMILES is O=C1c2ccccc2[C@@H](Nc2ccc3c(c2)OCCO3)N1c1ccc(Cl)cn1.

Structure (XYZ):
```
44
Properties=species:S:1:pos:R:3:forces:R:3
O 4.171792 1.967952 0.057385 -1.224 -0.607 -0.283
C 3.017779 1.806796 -0.328413 2.784 0.472 0.948
C 2.325185 2.724416 -1.243998 -1.629 0.146 -0.940
C 2.694764 3.883686 -1.989466 -1.133 -0.755 0.749
C 1.688684 4.597401 -2.678847 0.069 -2.036 1.099
C 0.346453 4.151654 -2.689603 1.111 -0.552 1.241
C 0.018591 3.021712 -1.901767 -0.491 -0.148 -0.874
C 0.999338 2.278973 -1.241418 0.162 1.468 -0.609
C 0.821285 1.017725 -0.429499 -1.059 -0.800 -0.765
N 0.472278 -0.133681 -1.279336 -0.327 0.059 -0.266
C -0.653951 -0.977132 -1.140642 0.691 -0.118 0.007
C -0.789422 -2.126648 -1.943712 -0.784 -0.642 0.237
C -1.898062 -2.988996 -1.748427 -0.111 1.617 0.976
C -2.892005 -2.687328 -0.772785 1.654 0.371 -0.499
C -2.706250 -1.557252 0.046917 -1.027 -0.767 -0.814
C -1.606053 -0.738562 -0.158824 -0.235 0.823 1.011
O -3.668633 -1.181601 0.972006 0.633 -0.158 0.274
C -4.887935 -1.928577 1.013194 0.679 -1.463 -0.470
C -4.648365 -3.423814 0.610389 0.674 1.051 0.127
O -3.975535 -3.502666 -0.666824 -0.949 -0.323 0.766
N 2.144972 0.783729 0.103899 0.351 1.298 0.007
C 2.324297 0.152107 1.342631 -0.217 -0.333 2.153
C 3.559476 -0.406144 1.698097 -0.274 -0.309 0.319
C 3.748160 -0.923704 3.006386 -0.951 0.843 -1.819
C 2.690082 -0.870957 3.876277 0.340 0.045 0.480
Cl 2.864566 -1.374305 5.545034 -0.070 0.009 -0.465
C 1.505952 -0.324061 3.453425 -1.294 0.663 -0.321
N 1.291880 0.194321 2.239189 1.171 -0.290 -0.763
H 3.710563 4.241084 -1.968434 0.156 0.024 -0.017
H 1.985355 5.477769 -3.167541 0.163 1.002 -0.760
H -0.385775 4.729985 -3.245272 -0.075 -0.273 0.212
H -1.010067 2.649593 -1.860274 0.244 0.255 -0.108
H 0.056950 1.190717 0.365334 0.751 -0.447 -0.589
H 1.111779 -0.314036 -2.071598 -0.758 0.215 0.937
H -0.022796 -2.399410 -2.681873 -0.393 0.239 0.320
H -2.045713 -3.858396 -2.361663 0.047 -0.241 -0.137
H -1.520438 0.113123 0.536050 -0.063 -0.475 -0.503
H -5.569407 -1.464011 0.325653 -0.535 0.180 -0.357
H -5.301710 -1.911322 2.030670 0.297 0.246 -0.245
H -5.578432 -3.992632 0.535997 0.127 0.246 -0.139
H -4.025906 -3.878329 1.402538 -0.042 0.041 -0.388
H 4.309094 -0.428849 0.915268 0.201 -0.074 0.422
H 4.651985 -1.345574 3.334024 1.171 -0.414 0.112
H 0.675192 -0.244759 4.159856 0.168 -0.088 -0.268
```
Forces are in eV/Å.

And the natural (NBO) charges, in e, turn out to be: number 1, O, carries -0.579; number 2, C, carries 0.676; number 3, C, carries -0.181; number 4, C, carries -0.147; number 5, C, carries -0.213; number 6, C, carries -0.181; number 7, C, carries -0.227; number 8, C, carries 0.080; number 9, C, carries 0.082; number 10, N, carries -0.648; number 11, C, carries 0.264; number 12, C, carries -0.301; number 13, C, carries -0.212; number 14, C, carries 0.188; number 15, C, carries 0.262; number 16, C, carries -0.343; number 17, O, carries -0.497; number 18, C, carries -0.084; number 19, C, carries -0.095; number 20, O, carries -0.493; number 21, N, carries -0.460; number 22, C, carries 0.359; number 23, C, carries -0.222; number 24, C, carries -0.173; number 25, C, carries -0.087; number 26, Cl, carries 0.002; number 27, C, carries 0.029; number 28, N, carries -0.434; number 29, H, carries 0.230; number 30, H, carries 0.215; number 31, H, carries 0.224; number 32, H, carries 0.222; number 33, H, carries 0.248; number 34, H, carries 0.395; number 35, H, carries 0.213; number 36, H, carries 0.224; number 37, H, carries 0.223; number 38, H, carries 0.180; number 39, H, carries 0.196; number 40, H, carries 0.204; number 41, H, carries 0.179; number 42, H, carries 0.245; number 43, H, carries 0.231; number 44, H, carries 0.207

Entry 2:
This record from the OMol25 dataset describes a single C21H16F5N3O4 molecule. The level of theory is ωB97M-V/def2-TZVPD.

Its total charge is 0. The lowest unoccupied orbital energy comes out at -0.07 eV. Its SMILES is O=C(NCc1c(F)cc(F)cc1F)c1cn2c(c(O)c1=O)C(=O)N1[C@@H](C2)[C@H]2C[C@@H]1C(F)(F)C2.

Structure (XYZ):
```
49
Properties=species:S:1:pos:R:3:forces:R:3
O -2.686238 2.492426 -0.820298 0.982 -0.356 -0.260
C -2.422475 1.296471 -0.969843 -2.880 1.301 0.502
N -3.437174 0.467038 -1.430495 2.639 -2.953 0.677
C -4.824274 0.803577 -1.592270 -0.583 0.728 -1.032
C -5.664921 -0.413880 -1.245333 0.500 0.872 -0.961
C -6.271275 -0.460550 -0.010909 0.710 0.973 0.768
F -6.081428 0.583648 0.884038 -0.180 -1.261 -1.162
C -6.959896 -1.547985 0.401986 -1.376 -1.630 2.086
C -7.166678 -2.568614 -0.505340 -0.041 -0.634 0.018
F -7.912764 -3.655594 -0.120941 0.601 0.956 -0.266
C -6.614274 -2.589447 -1.766393 1.134 2.295 -0.855
C -5.811145 -1.477570 -2.182980 -1.122 0.289 3.729
F -5.128979 -1.373189 -3.309313 -0.363 -0.514 -0.458
C -1.135087 0.722374 -0.503875 2.219 0.450 1.261
C -0.104773 1.523257 0.023185 1.829 -2.321 0.174
N 1.208606 1.016401 0.368139 -0.948 0.366 0.468
C 1.455393 -0.372956 0.539425 -4.461 0.137 -2.864
C 0.413655 -1.210171 0.156813 1.302 2.315 0.479
O 0.551628 -2.531246 0.173830 -0.073 0.503 0.282
C -0.874639 -0.671612 -0.438472 2.340 -0.737 -0.084
O -1.544143 -1.548342 -0.943479 -1.968 -1.525 -0.406
C 2.676350 -0.887074 1.072655 0.582 -0.340 6.056
O 2.560202 -1.586530 2.125072 0.633 -0.098 -2.928
N 3.784675 -0.162756 0.866159 2.312 -0.866 -1.262
C 3.675641 1.168843 0.311939 1.390 -0.833 -2.059
C 2.432044 1.836390 0.711548 -1.770 0.488 0.253
C 4.988802 1.788444 0.809092 0.123 1.664 2.112
C 5.347026 0.957869 2.103235 -1.458 0.330 1.849
C 5.167599 -0.386924 1.449172 -2.027 -0.294 2.266
C 6.255689 -0.352867 0.471553 0.076 1.646 -3.819
F 7.536953 -0.520845 0.926953 -1.125 -0.390 0.234
F 6.042196 -1.255296 -0.554136 0.506 0.364 0.607
C 6.107299 1.157003 -0.049730 1.033 1.819 -1.399
H -3.236852 -0.574103 -1.260570 -0.144 2.041 -0.698
H -5.145327 1.042805 -2.632059 0.886 -0.070 0.239
H -5.012882 1.750504 -1.068249 -0.291 -0.626 0.408
H -7.296083 -1.730353 1.458990 0.213 0.615 -1.262
H -6.875194 -3.315130 -2.465726 -0.206 -1.410 -0.872
H -0.311247 2.526495 0.292482 0.269 1.078 -0.343
H -0.356887 -2.799891 0.017687 -0.687 -0.900 -0.549
H 3.740104 1.128271 -0.796599 -0.171 0.003 0.357
H 2.601476 2.094141 1.742851 -0.925 -0.206 0.975
H 2.350498 2.768722 0.208225 -0.135 0.797 -0.625
H 4.852749 2.987929 0.985029 0.908 -2.970 -0.777
H 6.368926 1.072645 2.462609 0.003 0.402 -0.179
H 4.673232 0.932277 3.020208 0.576 0.714 -1.216
H 5.189489 -1.207046 2.158961 -0.243 -0.271 -0.212
H 7.077766 1.734560 0.032362 -0.952 -0.890 0.334
H 5.816637 1.347883 -1.107187 0.363 -1.052 0.412
```
Forces are in eV/Å.

And the natural (NBO) charges, in e, turn out to be: number 1, O, carries -0.637; number 2, C, carries 0.665; number 3, N, carries -0.621; number 4, C, carries -0.240; number 5, C, carries -0.190; number 6, C, carries 0.433; number 7, F, carries -0.324; number 8, C, carries -0.353; number 9, C, carries 0.421; number 10, F, carries -0.322; number 11, C, carries -0.358; number 12, C, carries 0.458; number 13, F, carries -0.292; number 14, C, carries -0.284; number 15, C, carries 0.149; number 16, N, carries -0.335; number 17, C, carries -0.027; number 18, C, carries 0.334; number 19, O, carries -0.631; number 20, C, carries 0.424; number 21, O, carries -0.648; number 22, C, carries 0.627; number 23, O, carries -0.576; number 24, N, carries -0.404; number 25, C, carries -0.069; number 26, C, carries -0.206; number 27, C, carries -0.216; number 28, C, carries -0.417; number 29, C, carries -0.126; number 30, C, carries 0.696; number 31, F, carries -0.324; number 32, F, carries -0.337; number 33, C, carries -0.488; number 34, H, carries 0.432; number 35, H, carries 0.203; number 36, H, carries 0.250; number 37, H, carries 0.256; number 38, H, carries 0.241; number 39, H, carries 0.236; number 40, H, carries 0.502; number 41, H, carries 0.201; number 42, H, carries 0.206; number 43, H, carries 0.224; number 44, H, carries 0.248; number 45, H, carries 0.235; number 46, H, carries 0.233; number 47, H, carries 0.270; number 48, H, carries 0.247; number 49, H, carries 0.234

Short version: electronic energy = -45171.5390, -48282.1358 eV, in the order given.
Short version: energy above the lowest of the compared OMol25 structures with the same formula, charge and spin = 120.19, 245.19 kJ/mol, in the order given.
Short version: max |F| = 2.98, 6.09 eV Å⁻¹, in the order given.